Record 1
Below is a structure of composition C40H41N11Os, with properties calculated with ωB97M-V/def2-TZVPD.

```
93
Properties=species:S:1:pos:R:3:forces:R:3
Os 0.236225 0.807571 -0.925890 -0.67 -1.94 -0.38
C 4.028229 -3.127554 -3.254798 0.02 0.03 -0.02
C 3.917670 -2.128186 -4.220651 -0.01 -0.02 0.04
C 3.071437 -1.055068 -4.028417 0.04 0.05 -0.01
C 2.322898 -0.977837 -2.849948 -0.06 0.21 0.09
C 2.431246 -1.965582 -1.897374 -0.01 -0.13 0.07
C 3.280777 -3.045768 -2.093319 -0.02 0.01 0.01
N 1.394966 0.114875 -2.615443 0.49 0.54 0.03
N 1.237400 0.775761 -3.675839 -0.50 0.01 -0.08
C 0.312473 1.812880 -3.633845 0.28 -0.18 0.02
C 0.105354 2.536940 -4.797484 -0.05 0.10 -0.07
C -0.812241 3.569689 -4.778639 0.04 -0.05 -0.01
C -1.469215 3.841225 -3.585449 0.01 -0.01 0.04
C -1.208464 3.072115 -2.466901 -0.05 0.03 -0.06
N -0.337689 2.048373 -2.480856 -0.02 -0.11 -0.02
H 4.700670 -3.960047 -3.413542 -0.02 -0.01 -0.01
H 4.494544 -2.191815 -5.133171 0.02 0.01 0.02
H 2.995613 -0.282114 -4.775963 0.01 -0.01 -0.01
H 1.846323 -1.902536 -1.003567 -0.05 0.02 0.09
H 3.348415 -3.814156 -1.334022 0.00 0.01 0.00
H 0.665382 2.264732 -5.680589 -0.01 0.01 0.00
H -1.012728 4.149407 -5.668857 0.01 0.01 0.01
H -2.187596 4.645877 -3.515715 0.00 -0.01 0.01
H -1.711111 3.274099 -1.533951 -0.01 -0.01 0.00
N 2.480099 3.567365 1.117374 0.06 0.12 -0.05
C 2.716370 4.069349 -0.137439 0.05 -0.07 0.05
C 2.096823 3.226036 -1.002794 0.13 -0.06 -0.06
N 1.489146 2.215640 -0.290421 -0.07 1.00 0.24
C 1.733386 2.448122 0.992035 0.23 -0.18 0.17
C 1.271164 1.619729 2.079694 0.03 0.08 -0.10
N 0.881662 0.349020 1.956474 0.15 0.03 -0.04
C 0.536660 -0.132956 3.209341 -0.07 0.11 -0.03
C 0.715845 0.879066 4.093303 -0.02 0.01 -0.02
N 1.164582 1.963193 3.387366 -0.16 -0.05 0.02
H 2.866761 3.944165 1.967340 0.05 -0.06 0.01
H 3.309701 4.951188 -0.302072 -0.01 0.00 0.01
H 2.070157 3.255709 -2.077820 -0.02 0.04 0.03
H 0.190850 -1.141428 3.345442 0.06 -0.02 0.01
H 0.557036 0.911468 5.156608 -0.01 0.01 -0.01
H 1.299603 2.882764 3.772500 0.01 0.01 0.01
C -2.610329 3.467830 1.095346 -0.04 -0.01 0.00
C -1.483572 2.705796 0.868574 -0.14 -0.11 -0.01
N -1.501224 1.547939 0.178972 0.37 0.67 0.00
C -2.697308 1.118631 -0.242658 -0.03 -0.11 -0.02
C -3.888992 1.807712 -0.043129 0.03 -0.07 -0.04
C -3.830742 3.029894 0.607189 -0.01 0.04 0.07
C -5.154865 1.270768 -0.592331 0.04 0.03 -0.01
C -5.756844 0.145818 -0.216551 -0.04 -0.06 0.11
C -5.386722 -0.701231 0.936122 -0.04 0.14 -0.03
C -5.952061 -1.957587 1.098347 0.03 -0.05 -0.05
C -5.584759 -2.675482 2.225775 0.02 -0.01 0.04
N -4.745966 -2.187377 3.135636 -0.01 0.04 -0.04
C -4.278367 -0.968260 2.893926 -0.11 0.07 0.05
N -4.538534 -0.201732 1.843780 -0.18 0.02 0.18
H -2.525508 4.405265 1.627354 0.01 -0.02 0.02
H -0.527170 3.059314 1.210133 0.08 0.04 -0.03
H -2.711103 0.176450 -0.774846 -0.02 0.10 -0.05
H -4.730276 3.613820 0.754648 0.01 0.00 0.00
H -5.619713 1.869698 -1.368868 0.05 -0.06 -0.06
H -6.645122 -0.165158 -0.754400 -0.02 0.04 0.03
H -6.649395 -2.360217 0.376412 0.00 0.00 0.01
H -5.978679 -3.667968 2.411275 -0.01 0.00 -0.01
H -3.607829 -0.553241 3.639430 0.01 0.00 0.00
C 4.004056 -0.185213 0.586883 0.07 -0.03 0.02
C 3.709437 -1.149362 1.734045 -0.07 0.03 0.13
C 3.766355 -0.448441 3.099671 0.02 0.02 -0.03
C 2.489221 -2.059195 1.556741 0.08 -0.06 -0.15
C 2.711087 -3.391161 1.908706 -0.02 0.00 -0.01
C 1.771718 -4.379984 1.686698 -0.01 0.03 -0.01
C 0.583334 -4.044455 1.065130 0.02 -0.02 0.02
C 0.281373 -2.724075 0.746612 0.02 -0.06 -0.12
C -1.086422 -2.483291 0.126007 0.12 0.20 0.09
C -1.075779 -1.889532 -1.283259 0.04 -0.19 0.08
C -2.023248 -1.746969 1.077883 0.05 -0.16 -0.11
C 1.223964 -1.717438 1.026787 -0.14 0.08 0.12
N 0.869608 -0.342496 0.779049 -0.04 -0.20 0.00
H 4.851959 0.448967 0.856465 -0.01 -0.01 0.00
H 3.157260 0.449148 0.343858 -0.03 0.03 -0.01
H 4.277525 -0.726931 -0.317794 -0.03 0.00 -0.03
H 4.547421 -1.848893 1.736720 -0.01 -0.02 0.05
H 3.203724 0.487299 3.110015 0.04 -0.05 0.01
H 4.799885 -0.196979 3.340051 0.00 0.02 -0.02
H 3.387464 -1.089693 3.896140 0.02 0.00 0.00
H 3.666596 -3.658097 2.345011 0.00 0.00 -0.02
H 1.972592 -5.403688 1.972756 0.02 0.00 -0.03
H -0.141547 -4.818275 0.842742 -0.01 0.01 0.02
H -1.513336 -3.479336 -0.012837 0.01 -0.02 -0.04
H -0.812108 -0.810636 -1.326958 -0.14 0.19 -0.02
H -2.069404 -1.943512 -1.730972 0.00 0.05 -0.01
H -0.367215 -2.392297 -1.938963 0.00 0.00 -0.02
H -1.709951 -0.717209 1.241031 0.02 -0.03 0.06
H -2.062247 -2.255773 2.042648 0.03 -0.03 -0.05
H -3.038665 -1.734475 0.676292 0.14 -0.04 -0.02
```
Positions in Å, forces in eV/Å.

As for the HOMO-LUMO gap (spin up / spin down): 6.04 / 6.04 eV. For the LUMO energy (spin up / spin down), the calculation gives -6.183 / -6.183 eV. The HOMO energy (spin up / spin down) comes out at -12.224 / -12.224 eV. Its charge is +2.

Record 2
Below is a cluster of 2 separate species, C4H9O3 in total, with properties calculated with ωB97M-V/def2-TZVPD.

```
16
Properties=species:S:1:pos:R:3:forces:R:3
C -0.401848 -2.136006 2.443613 -4.38 0.14 -2.62
C -0.247738 -0.890858 1.542157 0.35 -0.06 -0.81
O 0.973799 -0.635801 1.396853 1.26 0.53 0.19
O -1.157912 -0.255899 0.967621 -0.33 -0.98 1.16
H -1.191148 -1.850861 3.118105 -0.55 -0.30 0.63
H 0.447195 -2.334835 2.963186 2.52 -0.73 1.17
H -0.810434 -3.020929 1.819745 0.84 1.30 1.00
C 0.741215 1.373852 -1.211507 -0.45 -1.62 -0.05
C -0.276745 1.561626 -2.305770 -3.08 1.37 -2.12
O 0.977823 0.002316 -1.024278 0.41 -0.23 -0.29
H 1.688419 1.764821 -1.593930 0.03 1.00 0.65
H 0.309895 1.738846 -0.247443 0.71 0.46 -0.74
H -0.954811 2.508107 -2.077816 1.91 -0.98 -1.01
H 1.020164 -0.164844 -0.027896 0.03 -0.11 -0.37
H -1.158919 0.890053 -2.310484 0.89 -0.58 0.69
H 0.041045 1.450413 -3.452155 -0.15 0.80 2.53
```
Positions in Å, forces in eV/Å.

As for the HOMO-LUMO gap: 8.82 eV. For the LUMO energy, the calculation gives 4.289 eV. The HOMO energy comes out at -4.531 eV. Its charge is -1.

Record 3
Below is a structure of composition C6H7N, with properties calculated with ωB97M-V/def2-TZVPD.

```
14
Properties=species:S:1:pos:R:3:forces:R:3
C -1.411269 0.051093 0.223206 0.02 -0.14 0.13
C -0.375909 1.082420 0.625119 0.29 -0.66 0.39
C 0.753193 0.972302 -0.361874 0.39 0.06 -0.10
C 1.031969 0.111849 0.792407 0.60 -0.17 -0.21
N 0.786642 -1.168501 0.130325 0.15 -0.23 -0.04
C -0.569888 -1.018391 -0.450340 -0.27 -0.08 -0.17
C 0.572713 -0.382029 -1.114210 -0.11 0.01 -0.53
H -2.104201 0.482548 -0.512924 0.18 -0.04 0.18
H -1.999332 -0.302948 1.073073 0.09 -0.07 -0.08
H 0.055631 0.745296 1.661732 -0.67 1.30 0.25
H 1.348214 1.802539 -0.718241 -0.11 -0.05 -0.04
H 1.846482 0.250855 1.502029 -0.47 -0.14 0.15
H -0.989097 -1.950895 -0.812232 0.05 0.12 -0.03
H 1.054851 -0.676138 -2.038069 -0.14 0.10 0.07
```
Positions in Å, forces in eV/Å.

As for the HOMO-LUMO gap: 9.58 eV. For the LUMO energy, the calculation gives 1.137 eV. The HOMO energy comes out at -8.441 eV.

Record 4
Below is a cluster of 2 separate species, C3H7N4 in total, with properties calculated with ωB97M-V/def2-TZVPD.

```
14
Properties=species:S:1:pos:R:3:forces:R:3
C -3.058571 0.332443 0.133170 0.36 0.00 -0.03
C -1.802578 0.947757 0.075125 -0.33 -0.48 -0.03
C 1.283997 0.128215 -0.403609 -0.41 0.00 0.07
N -2.886167 -0.965142 -0.051531 -0.87 -0.49 0.04
N -1.610312 -1.133325 -0.211911 0.20 0.49 0.03
N -0.912366 -0.007949 -0.143083 0.92 0.10 -0.16
N 1.844361 -0.778249 0.328120 0.24 -0.11 0.06
H -4.027985 0.751805 0.295348 -0.24 0.09 0.03
H -1.536470 1.978190 0.176840 0.16 0.24 0.01
H 1.212153 1.143550 -0.040427 0.02 -0.09 0.07
H 1.140781 -0.045332 -1.458384 0.06 -0.07 -0.02
H -1.204007 -2.041888 -0.384543 -0.07 0.14 0.03
H 2.039766 -1.707089 -0.028813 -0.02 0.18 0.04
H 2.073247 -0.608023 1.301114 -0.04 0.00 -0.14
```
Positions in Å, forces in eV/Å.

As for the HOMO-LUMO gap: 10.28 eV. For the LUMO energy, the calculation gives -4.092 eV. The HOMO energy comes out at -14.377 eV. Its charge is +1.

We obtain molecular weight values of 866.075; 105.113; 93.129; 99.117 g/mol for the records listed above, in that order.